Below is a 6-piece molecular cluster, C35H68BN5 overall at a distorted geometry, with properties calculated with wB97M-V/def2-TZVPD.

Bonds (Å) are listed after each position.
Positions of all 109 atoms, in Å:
1 B -2.2338 -2.9589 0.0521  C2 1.618, H17 1.195, H18 1.185
2 C -0.7695 -2.4662 -0.4283  B1 1.618, C3 1.568, H19 1.110, H20 1.106
3 C -0.4505 -1.1930 0.4303  C2 1.568, C4 1.573, H21 1.106, H22 1.117
4 C 1.0608 -0.7599 0.3877  C3 1.573, C5 1.584, H23 1.103, H24 1.107
5 C 1.3470 -0.0451 1.7716  C4 1.584, C6 1.549, H25 1.105, H26 1.109
6 C 2.3852 1.0997 1.6617  C5 1.549, C7 1.567, H27 1.115, H28 1.110
7 C 2.8322 1.6782 3.0481  C6 1.567, C8 1.570, H29 1.109, H30 1.113
8 C 1.6913 1.8176 4.1172  C7 1.570, C9 1.577, H31 1.111, H32 1.101
9 C 2.0583 0.8547 5.3109  C8 1.577, C10 1.554, H33 1.102, H34 1.115
10 C 0.9715 0.7999 6.4203  C9 1.554, C11 1.568, H35 1.112, H36 1.110
11 C -0.2408 -0.1560 6.1453  C10 1.568, C12 1.561, H37 1.112, H38 1.113
12 C -0.0228 -1.2413 5.0444  C11 1.561, C13 1.565, H39 1.113, H40 1.105
13 C 1.0092 -2.3577 5.4140  C12 1.565, C14 1.575, H41 1.113, H42 1.103
14 C 1.2783 -3.2253 4.1268  C13 1.575, C15 1.564, H43 1.107, H44 1.112
15 C 2.7804 -3.5307 3.8184  C14 1.564, C16 1.562, H45 1.115, H46 1.109
16 C 3.7639 -2.3309 3.9964  C15 1.562, H47 1.102, H48 1.110, H49 1.110
17 H -3.1318 -2.2340 -0.2575  B1 1.195
18 H -2.4026 -3.9296 0.7100  B1 1.185
19 H -0.8376 -2.1905 -1.5017  C2 1.110
20 H -0.0601 -3.2977 -0.2574  C2 1.106
21 H -1.1352 -0.3632 0.1739  C3 1.106
22 H -0.6455 -1.4705 1.4943  C3 1.117
23 H 1.2900 -0.1089 -0.4729  C4 1.103
24 H 1.6721 -1.6825 0.3635  C4 1.107
25 H 1.6943 -0.8348 2.4618  C5 1.105
26 H 0.3681 0.3580 2.1027  C5 1.109
27 H 3.2967 0.6583 1.1948  C6 1.115
28 H 2.0675 1.8988 0.9594  C6 1.110
29 H 3.3275 2.6503 2.8467  C7 1.109
30 H 3.6124 0.9904 3.4435  C7 1.113
31 H 1.7590 2.8546 4.5089  C8 1.111
32 H 0.6761 1.6408 3.7292  C8 1.101
33 H 2.3970 -0.1254 4.9371  C9 1.102
34 H 2.9557 1.3252 5.7767  C9 1.115
35 H 0.5497 1.8226 6.5352  C10 1.112
36 H 1.4202 0.5549 7.4050  C10 1.110
37 H -0.5877 -0.6786 7.0641  C11 1.112
38 H -1.1057 0.4672 5.8268  C11 1.113
39 H -1.0001 -1.7597 4.9195  C12 1.113
40 H 0.2345 -0.7256 4.1021  C12 1.105
41 H 0.5008 -3.0172 6.1519  C13 1.113
42 H 1.9183 -1.9812 5.9123  C13 1.103
43 H 0.7753 -2.7565 3.2586  C14 1.107
44 H 0.7920 -4.2111 4.2961  C14 1.112
45 H 2.8254 -3.8172 2.7414  C15 1.115
46 H 3.1678 -4.4174 4.3608  C15 1.109
47 H 3.4314 -1.3933 3.5234  C16 1.102
48 H 3.9086 -2.1699 5.0847  C16 1.110
49 H 4.7500 -2.6594 3.6075  C16 1.110
50 C -1.9085 4.6587 -1.6505  C51 1.523, H55 1.093, H56 1.091, H57 1.093
51 C -0.4481 5.0112 -1.4001  C50 1.523, C52 1.526, H58 1.093, H59 1.090
52 C 0.3188 3.8838 -0.7142  C51 1.526, C53 1.463, H60 1.093, H61 1.092
53 C -0.1756 3.6044 0.6343  C52 1.463, N54 1.149
54 N -0.5559 3.3672 1.6919  C53 1.149
55 H -2.4485 4.5003 -0.7131  C50 1.093
56 H -2.4062 5.4681 -2.1859  C50 1.091
57 H -1.9928 3.7523 -2.2547  C50 1.093
58 H -0.3966 5.9293 -0.8086  C51 1.093
59 H 0.0293 5.2220 -2.3566  C51 1.090
60 H 1.3768 4.1499 -0.6506  C52 1.093
61 H 0.2571 2.9780 -1.3214  C52 1.092
62 C -2.0395 0.3160 -4.1872  C63 1.522, H67 1.094, H68 1.087, H69 1.094
63 C -0.8666 0.2497 -5.1555  C62 1.522, C64 1.531, H70 1.093, H71 1.083
64 C 0.4154 0.8203 -4.5444  C63 1.531, C65 1.464, H72 1.092, H73 1.093
65 C 0.3022 2.2522 -4.2602  C64 1.464, N66 1.149
66 N 0.2058 3.3718 -4.0220  C65 1.149
67 H -2.2861 1.3504 -3.9313  C62 1.094
68 H -2.9244 -0.1341 -4.6303  C62 1.087
69 H -1.8112 -0.2225 -3.2627  C62 1.094
70 H -1.1191 0.7822 -6.0757  C63 1.093
71 H -0.6903 -0.7827 -5.4299  C63 1.083
72 H 1.2485 0.6647 -5.2333  C64 1.092
73 H 0.6616 0.2807 -3.6264  C64 1.093
74 C 6.1648 1.3516 -0.1685  C75 1.524, H79 1.091, H80 1.091, H81 1.092
75 C 6.6044 0.0644 -0.8562  C74 1.524, C76 1.531, H82 1.093, H83 1.093
76 C 6.0551 -0.0734 -2.2782  C75 1.531, C77 1.464, H84 1.092, H85 1.092
77 C 4.5958 -0.1905 -2.3020  C76 1.464, N78 1.148
78 N 3.4519 -0.2803 -2.3207  C77 1.148
79 H 5.0815 1.3866 -0.0412  C74 1.091
80 H 6.6168 1.4239 0.8217  C74 1.091
81 H 6.4706 2.2280 -0.7445  C74 1.092
82 H 6.2989 -0.7929 -0.2517  C75 1.093
83 H 7.6960 0.0470 -0.9037  C75 1.093
84 H 6.4846 -0.9631 -2.7441  C76 1.092
85 H 6.3650 0.7813 -2.8834  C76 1.092
86 C -6.1484 -2.7273 -5.8449  C87 1.524, H91 1.092, H92 1.090, H93 1.092
87 C -5.4464 -3.4692 -6.9765  C86 1.524, C88 1.531, H94 1.092, H95 1.093
88 C -4.0415 -3.9468 -6.6009  C87 1.531, C89 1.463, H96 1.092, H97 1.092
89 C -3.1286 -2.8327 -6.3422  C88 1.463, N90 1.148
90 N -2.4149 -1.9581 -6.1314  C89 1.148
91 H -5.6180 -1.8111 -5.5778  C86 1.092
92 H -7.1586 -2.4481 -6.1462  C86 1.090
93 H -6.2228 -3.3528 -4.9526  C86 1.092
94 H -5.4002 -2.8254 -7.8579  C87 1.092
95 H -6.0458 -4.3407 -7.2506  C87 1.093
96 H -3.6368 -4.5491 -7.4174  C88 1.092
97 H -4.0878 -4.5949 -5.7230  C88 1.092
98 C -4.4628 2.0723 1.1848  C99 1.524, H103 1.092, H104 1.091, H105 1.092
99 C -4.0841 0.8105 0.4185  C98 1.524, C100 1.530, H106 1.093, H107 1.093
100 C -3.7654 1.0763 -1.0546  C99 1.530, C101 1.464, H108 1.092, H109 1.093
101 C -4.9317 1.5537 -1.7995  C100 1.464, N102 1.148
102 N -5.8456 1.9307 -2.3827  C101 1.148
103 H -5.3773 2.5198 0.7898  C98 1.092
104 H -4.6359 1.8377 2.2359  C98 1.091
105 H -3.6654 2.8172 1.1320  C98 1.092
106 H -4.8919 0.0793 0.5013  C99 1.093
107 H -3.2032 0.3659 0.8885  C99 1.093
108 H -3.4098 0.1517 -1.5150  C100 1.092
109 H -2.9530 1.8027 -1.1361  C100 1.093

Summary:
SMILES string	BCCCCCCCCCCCCCCC.CCCC#N.CCCC#N.CCCC#N.CCCC#N.CCCC#N
LUMO energy	0.00920	hartree
HOMO-LUMO gap	10.308	eV
F_max	0.0323	hartree/bohr

Here are the Löwdin charges for atoms 1 to 8, given in e:
1 B 0.03
2 C -0.22
3 C -0.23
4 C -0.17
5 C -0.21
6 C -0.20
7 C -0.19
8 C -0.19

=====

Below is an isolated ion of composition C5H9N2 and charge +1 at a distorted geometry, with properties calculated with wB97M-V/def2-TZVPD.

Bonds (Å) are listed after each position.
Positions of all 16 atoms, in Å:
1 C -2.2778 0.6583 -0.0576  C2 1.280, N6 1.374, H8 1.099
2 C -3.0104 -0.3286 -0.4159  C1 1.280, H9 1.060
3 C -0.0742 -0.2774 0.4015  C5 1.512, N6 1.374, N7 1.253
4 C 2.1444 0.0108 -0.6516  C5 1.528, H11 1.086, H12 1.086, H13 1.087
5 C 1.3594 0.1316 0.6542  C3 1.512, C4 1.528, H14 1.088, H15 1.090
6 N -0.9552 0.7720 0.2961  C1 1.374, C3 1.374, H10 1.010
7 N -0.4737 -1.4517 0.2274  C3 1.253, H16 1.006
8 H -2.8059 1.6208 -0.0185  C1 1.099
9 H -3.6621 -1.0976 -0.7449  C2 1.060
10 H -0.6170 1.6994 0.5084  N6 1.010
11 H 2.0966 -1.0020 -1.0403  C4 1.086
12 H 3.1864 0.2502 -0.4588  C4 1.086
13 H 1.7745 0.6923 -1.4127  C4 1.087
14 H 1.4266 1.1454 1.0446  C5 1.088
15 H 1.7763 -0.5552 1.3908  C5 1.090
16 H 0.1120 -2.2681 0.2772  N7 1.006

Summary:
net charge	+1
LUMO energy (alpha / beta)	-0.25490 / -0.25484	hartree
energy relative to the best compared isomer or geometry (same formula, charge and spin)	488.6	kJ/mol
HOMO-LUMO gap (alpha / beta)	7.701 / 7.703	eV
F_max	0.0473	hartree/bohr

Here are the Löwdin charges for atoms 1 to 8, given in e:
1 C -0.13
2 C 0.43
3 C -0.41
4 C -0.07
5 C -0.16
6 N 0.10
7 N 0.23
8 H 0.18

=====

Below is a 3-piece molecular cluster, C15H38ClN4O2 overall, with properties calculated with wB97M-V/def2-TZVPD.

Bonds (Å) are listed after each position.
Positions of all 60 atoms, in Å:
1 C 2.5262 5.3125 0.6429  C2 1.537, H11 1.083, H12 1.088, H13 1.085
2 C 1.1203 5.2002 1.2533  C1 1.537, C3 1.521, H14 1.088, H15 1.085
3 C 0.4025 3.8797 1.0197  C2 1.521, Cl4 1.792, C5 1.545, H16 1.084
4 Cl -1.0141 3.8403 2.1166  C3 1.792
5 C -0.1060 3.5688 -0.4060  C3 1.545, C6 1.527, N10 1.460, H17 1.087
6 C -0.7474 4.7705 -1.0970  C5 1.527, N7 1.497, H18 1.084, H19 1.083
7 N 0.1973 5.5474 -1.9593  C6 1.497, C8 1.512, H20 1.020, H21 1.020
8 C 1.0285 4.7204 -2.9140  N7 1.512, C9 1.529, H22 1.083, H23 1.083
9 C 0.9758 3.2277 -2.5880  C8 1.529, N10 1.444, H24 1.087, H25 1.086
10 N 0.9554 2.9263 -1.1764  C5 1.460, C9 1.444, H26 1.009
11 H 3.2543 4.7802 1.2415  C1 1.083
12 H 2.8239 6.3590 0.6409  C1 1.088
13 H 2.5883 4.9706 -0.3852  C1 1.085
14 H 0.5060 6.0494 0.9625  C2 1.088
15 H 1.2390 5.3000 2.3267  C2 1.085
16 H 1.0329 3.0504 1.3202  C3 1.084
17 H -0.9162 2.8557 -0.2753  C5 1.087
18 H -1.5877 4.4551 -1.7042  C6 1.084
19 H -1.1363 5.4487 -0.3473  C6 1.083
20 H 0.8130 6.1102 -1.3717  N7 1.020
21 H -0.3603 6.1982 -2.5133  N7 1.020
22 H 2.0480 5.0799 -2.8531  C8 1.083
23 H 0.6747 4.8783 -3.9252  C8 1.083
24 H 0.1505 2.7351 -3.0960  C9 1.087
25 H 1.8788 2.7985 -3.0118  C9 1.086
26 H 1.8659 3.0155 -0.7505  N10 1.009
27 C 1.0433 -1.3140 -3.0075  C28 1.527, H33 1.091, H34 1.090, H35 1.093
28 C 1.0842 -2.5459 -2.1061  C27 1.527, C29 1.535, N32 1.465, H36 1.093
29 C 0.4902 -2.3187 -0.7085  C28 1.535, O30 1.418, H37 1.092, H38 1.098
30 O 1.3180 -1.5819 0.1762  C29 1.418, C31 1.409
31 C 1.2802 -0.1846 0.0035  O30 1.409, H39 1.095, H40 1.094, H41 1.092
32 N 2.4574 -3.0536 -2.0614  C28 1.465, H42 1.016, H43 1.017
33 H 1.8303 -0.6017 -2.7568  C27 1.091
34 H 1.1960 -1.6063 -4.0461  C27 1.090
35 H 0.0789 -0.8044 -2.9377  C27 1.093
36 H 0.4659 -3.3126 -2.5807  C28 1.093
37 H 0.3541 -3.2926 -0.2334  C29 1.092
38 H -0.5032 -1.8545 -0.7702  C29 1.098
39 H 0.2828 0.1559 -0.2927  C31 1.095
40 H 2.0125 0.1455 -0.7386  C31 1.094
41 H 1.5380 0.2757 0.9601  C31 1.092
42 H 2.4737 -3.9503 -1.5841  N32 1.016
43 H 3.0019 -2.4360 -1.4647  N32 1.017
44 C -2.2706 -6.1902 3.8460  C45 1.526, H50 1.089, H51 1.089, H52 1.092
45 C -2.5763 -6.3215 2.3570  C44 1.526, C46 1.536, N49 1.465, H53 1.094
46 C -1.8392 -5.3053 1.4726  C45 1.536, O47 1.417, H54 1.093, H55 1.099
47 O -2.3585 -3.9880 1.5111  C46 1.417, C48 1.416
48 C -1.9380 -3.2079 2.6149  O47 1.416, H56 1.094, H57 1.092, H58 1.091
49 N -4.0280 -6.2858 2.1612  C45 1.465, H59 1.016, H60 1.017
50 H -2.8100 -5.3602 4.3011  C44 1.089
51 H -2.5768 -7.0947 4.3700  C44 1.089
52 H -1.2027 -6.0444 4.0212  C44 1.092
53 H -2.2283 -7.3092 2.0408  C45 1.094
54 H -1.9458 -5.6245 0.4322  C46 1.093
55 H -0.7640 -5.2925 1.6995  C46 1.099
56 H -0.9082 -3.4388 2.9021  C48 1.094
57 H -2.5964 -3.3436 3.4754  C48 1.092
58 H -1.9895 -2.1602 2.3168  C48 1.091
59 H -4.2470 -6.5064 1.1938  N49 1.016
60 H -4.3381 -5.3252 2.2831  N49 1.017

Summary:
net charge	+1
LUMO energy	-0.12410	hartree
energy relative to the best compared isomer or geometry (same formula, charge and spin)	0.0	kJ/mol
HOMO-LUMO gap	7.096	eV
F_max	0.0124	hartree/bohr

Here are the Löwdin charges for atoms 1 to 8, given in e:
1 C -0.08
2 C -0.28
3 C -0.64
4 Cl 0.69
5 C -0.35
6 C -0.07
7 N 0.09
8 C -0.08

=====

Below is one molecule with the formula C4H5ClFNS at a distorted geometry, with properties calculated with wB97M-V/def2-TZVPD.

Bonds (Å) are listed after each position.
Positions of all 13 atoms, in Å:
1 C 2.7839 1.0318 -0.4975  N2 1.298, H9 1.078, H10 1.183
2 N 1.4891 1.0267 -0.4130  C1 1.298, S3 1.652
3 S 0.7678 -0.3953 -0.8456  N2 1.652, C4 1.868
4 C -1.0191 0.0275 -0.5003  S3 1.868, C5 1.508, C6 1.476, H11 1.157
5 C -1.6216 -1.2737 -0.0329  C4 1.508, C6 1.483, H12 1.045, H13 1.143
6 C -1.2386 -0.2210 0.9383  C4 1.476, C5 1.483, F7 1.377, Cl8 1.817
7 F -0.1208 -0.3218 1.7361  C6 1.377
8 Cl -2.6070 0.8313 1.5064  C6 1.817
9 H 3.0875 1.9435 -0.0099  C1 1.078
10 H 3.5086 0.0976 -0.5285  C1 1.183
11 H -1.5725 0.8112 -1.1475  C4 1.157
12 H -2.6374 -1.4693 -0.1805  C5 1.045
13 H -0.8200 -2.0883 -0.0251  C5 1.143

Summary:
SMILES string	C=NS[C@H]1C[C@]1(F)Cl
LUMO energy	0.02442	hartree
energy relative to the best compared isomer or geometry (same formula, charge and spin)	224.1	kJ/mol
HOMO-LUMO gap	9.447	eV
F_max	0.0585	hartree/bohr

Here are the Löwdin charges for atoms 1 to 8, given in e:
1 C -0.17
2 N -0.39
3 S 0.91
4 C -0.49
5 C -0.14
6 C -0.85
7 F -0.01
8 Cl 0.65

=====

Q: Which value of F_max does entry 2 give?
A: 0.0473 hartree/bohr